# C41H50N11O2Sr

A structure of composition C41H50N11O2Sr (ωB97M-V/def2-TZVPD, the OMol25 dataset).

Computed properties:
Strongest force on any atom, Eh/bohr: 0.013
Total charge: +1
Relative energy (zero: lowest compared OMol25 entry of this formula, charge and spin), eV: 3.824
Spin multiplicity: 1
LUMO level (alpha / beta), eV: -2.91 / -2.38
HOMO level (alpha / beta), Ha: -0.31090 / -0.30731

Cartesian coordinates (Å):
Sr (-0.7029, -0.0564, -0.3224)
C (0.3493, -1.9193, 3.8210)
C (1.4621, -2.7589, 3.7121)
C (2.2175, -2.7381, 2.5665)
C (1.8658, -1.8654, 1.5063)
N (0.7715, -1.0885, 1.6138)
C (0.0504, -1.1123, 2.7478)
N (2.7038, -1.8632, 0.4295)
C (2.6302, -1.0846, -0.6296)
N (1.6434, -0.2121, -1.0399)
C (2.0509, 0.3680, -2.1685)
N (1.1336, 1.0217, -3.1158)
C (0.1279, 2.1771, -2.8019)
C (0.0376, 3.1013, -3.8013)
C (-1.1832, 3.8722, -3.7090)
C (-2.0769, 3.6802, -2.7282)
C (-1.8247, 2.7730, -1.5372)
N (-0.5892, 1.9762, -1.7512)
C (3.3202, -0.1086, -2.6097)
C (4.1502, 0.1438, -3.7069)
C (5.3483, -0.5369, -3.7797)
C (5.7326, -1.4485, -2.7868)
C (4.9176, -1.7046, -1.6988)
C (3.7021, -1.0367, -1.6203)
H (-0.2681, -1.8976, 4.7083)
H (1.7372, -3.4154, 4.5286)
H (3.0968, -3.3552, 2.4515)
H (-0.8088, -0.4536, 2.7648)
H (0.6650, 3.1208, -4.6797)
H (-1.4115, 4.5812, -4.4969)
H (-3.0150, 4.2272, -2.7391)
H (-2.6573, 4.0034, 0.0084)
H (3.8883, 0.8573, -4.4825)
H (6.0123, -0.3598, -4.6166)
H (6.6854, -1.9535, -2.8800)
H (5.2064, -2.4051, -0.9260)
C (-1.8632, 2.0389, 3.1758)
C (-2.1002, 2.0960, 1.6744)
C (-3.2833, 1.5139, 1.1392)
C (-4.1952, 0.8107, 2.1173)
C (-3.6296, 1.3528, -0.2660)
C (-4.8676, 0.5038, -0.5261)
C (-2.9808, 1.7744, -1.4022)
C (-3.3569, 1.1828, -2.7430)
C (-1.6604, 3.6313, -0.2578)
C (-0.7647, 4.8448, -0.5214)
C (-1.1901, 2.8356, 0.9311)
C (0.2325, 3.0066, 1.3862)
H (-1.8059, 1.0467, 3.6210)
H (-2.6963, 2.5467, 3.6678)
H (-0.9667, 2.5820, 3.4563)
H (-5.1642, 1.3153, 2.2009)
H (-3.7778, 0.7575, 3.1146)
H (-4.3730, -0.2214, 1.8092)
H (-5.6314, 0.6500, 0.2328)
H (-4.5928, -0.5587, -0.5433)
H (-5.3274, 0.7450, -1.4795)
H (-4.2182, 1.6886, -3.1930)
H (-3.5943, 0.1187, -2.6769)
H (-2.5318, 1.3011, -3.4446)
H (0.1759, 4.5471, -0.9900)
H (-0.5388, 5.3859, 0.3979)
H (-1.2598, 5.5330, -1.2018)
H (0.4056, 3.9391, 1.9339)
H (0.8961, 3.0295, 0.5193)
H (0.5572, 2.1861, 2.0287)
N (-0.5045, -3.5077, -0.3856)
C (-1.6317, -3.9670, 0.4321)
C (-1.2355, -5.0699, 1.4187)
C (-2.3268, -5.7175, 2.2731)
C (-3.5648, -6.2280, 1.5312)
N (-4.4591, -5.1748, 1.0329)
C (-5.0898, -4.3038, 1.8040)
N (-5.2420, -4.5387, 3.1075)
N (-5.6883, -3.2372, 1.2518)
C (-2.3330, -2.7278, 1.0670)
O (-2.9012, -2.8547, 2.1629)
O (-2.2833, -1.6677, 0.3844)
H (-0.0596, -4.3003, -0.8376)
H (0.2156, -3.0883, 0.1967)
H (-2.3568, -4.3839, -0.2845)
H (-0.4720, -4.6623, 2.0895)
H (-0.7339, -5.8538, 0.8391)
H (-2.6292, -5.0156, 3.0464)
H (-1.8866, -6.5809, 2.7810)
H (-4.1495, -6.8966, 2.1671)
H (-3.2933, -6.8255, 0.6612)
H (-4.4182, -4.9488, 0.0535)
H (-4.7274, -5.2848, 3.5403)
H (-5.5278, -3.7870, 3.7098)
H (-5.2919, -2.8747, 0.3976)
H (-6.0237, -2.5169, 1.8718)
N (-1.9852, -2.4419, -2.9307)
C (-1.1809, -1.6746, -3.7346)
C (-1.1481, -1.8191, -5.1307)
C (-0.3023, -1.0202, -5.8598)
C (0.4974, -0.0783, -5.2170)
C (0.3593, 0.0061, -3.8514)
N (-0.4458, -0.7422, -3.1143)
H (-2.3809, -3.2483, -3.3864)
H (-1.5911, -2.6358, -2.0065)
H (-1.7692, -2.5618, -5.6134)
H (-0.2527, -1.1281, -6.9354)
H (1.1744, 0.5637, -5.7633)
H (1.7500, 1.4662, -3.7976)

Atomic partial charges in e from the Mulliken method, atoms 1 to 4: 1.37 -0.78 -0.69 -0.50

***

# C41H52N5O3S3SeTi

A structure of composition C41H52N5O3S3SeTi in a non-equilibrium geometry (ωB97M-V/def2-TZVPD, the OMol25 dataset).

Computed properties:
Strongest force on any atom, Eh/bohr: 0.061
Total charge: 0
Relative energy (zero: lowest compared OMol25 entry of this formula, charge and spin), eV: 0.785
Spin multiplicity: 2
LUMO level (alpha / beta), eV: -0.29 / -0.31
HOMO level (alpha / beta), Ha: -0.28746 / -0.28857

Cartesian coordinates (Å):
Ti (-1.3261, 0.7126, 0.6457)
C (4.9175, -1.4841, -2.9727)
C (3.7820, -1.2135, -3.9822)
C (4.4254, -0.3028, -5.0707)
C (3.3326, -2.4675, -4.7865)
C (2.6166, -0.5400, -3.1980)
C (1.5381, -1.2152, -2.6714)
C (0.6928, -0.5705, -1.7901)
Se (-0.6070, -1.5929, -0.7877)
C (0.5802, -2.1351, 0.5611)
C (1.4219, -3.2066, 0.3657)
C (2.3097, -3.6070, 1.3781)
C (2.4224, -2.7708, 2.5086)
C (1.6234, -1.6418, 2.7171)
C (0.6028, -1.3880, 1.7400)
O (-0.2978, -0.3396, 1.9158)
C (1.8537, -0.7105, 3.8960)
C (2.3625, 0.6627, 3.4212)
C (0.5367, -0.5416, 4.6758)
C (2.8211, -1.3629, 4.8846)
C (3.1966, -4.8365, 1.3959)
C (3.0248, -5.6513, 2.6907)
C (4.5759, -4.2237, 1.1283)
C (2.8535, -5.7042, 0.2217)
C (0.8041, 0.7975, -1.5300)
O (-0.0634, 1.4153, -0.6644)
C (1.8615, 1.5531, -2.1617)
C (2.7247, 0.8159, -2.9857)
C (1.9674, 3.1102, -2.0038)
C (3.1224, 3.6562, -2.8833)
C (0.6155, 3.7212, -2.4944)
C (2.2516, 3.3867, -0.5597)
H (5.9189, -1.4280, -3.4471)
H (4.7899, -2.4385, -2.4442)
H (4.9525, -0.6189, -2.2749)
H (5.0129, -0.8916, -5.8046)
H (5.0703, 0.4587, -4.6541)
H (3.6488, 0.1886, -5.6268)
H (4.2546, -2.9838, -5.0578)
H (2.7293, -2.3638, -5.7405)
H (2.8137, -3.2113, -4.1672)
H (1.4308, -2.2685, -2.9642)
H (1.2395, -3.8802, -0.4767)
H (3.1475, -3.0327, 3.2790)
H (1.6051, 1.2889, 2.8638)
H (3.2255, 0.4650, 2.7710)
H (2.6409, 1.3131, 4.2377)
H (-0.2167, -0.0792, 4.0339)
H (0.7504, 0.0818, 5.5492)
H (0.2156, -1.5159, 5.0612)
H (3.7831, -1.3490, 4.3421)
H (2.6006, -2.3792, 5.0146)
H (3.0273, -0.8497, 5.8683)
H (3.4005, -5.2142, 3.6436)
H (3.6713, -6.5204, 2.6268)
H (1.9340, -5.9653, 2.8205)
H (4.9392, -3.6297, 1.9819)
H (4.4380, -3.5813, 0.2288)
H (5.3315, -5.0107, 0.8886)
H (1.8798, -6.1129, 0.3323)
H (3.4919, -6.5435, 0.1767)
H (2.9716, -5.1676, -0.7347)
H (3.5970, 1.3036, -3.4300)
H (2.9967, 3.4358, -3.9685)
H (4.0842, 3.2553, -2.4693)
H (3.1069, 4.7823, -2.7158)
H (0.4086, 3.3956, -3.5276)
H (0.7862, 4.8366, -2.5190)
H (-0.2695, 3.4710, -1.8931)
H (3.2767, 3.0278, -0.3563)
H (1.5782, 2.8592, 0.1543)
H (2.2112, 4.4466, -0.3248)
S (-7.7498, 2.3898, 2.0569)
C (-6.1090, 2.7000, 1.8504)
S (-5.0441, 2.0702, 3.0182)
C (-3.6382, 2.6934, 2.0112)
N (-4.0977, 3.4477, 1.0860)
N (-5.4838, 3.4839, 0.9328)
C (-5.9000, 4.2106, -0.1948)
C (-5.1676, 4.0434, -1.3364)
C (-5.4188, 4.8959, -2.4261)
C (-6.4065, 5.8502, -2.4102)
C (-7.2445, 5.9343, -1.2714)
C (-6.9474, 5.1129, -0.2076)
S (-2.0024, 2.4148, 2.4125)
H (-4.4446, 3.2500, -1.3558)
H (-4.7369, 4.8335, -3.2325)
H (-6.5865, 6.5581, -3.1807)
H (-8.1318, 6.5527, -1.2126)
H (-7.4846, 5.1703, 0.7196)
C (-6.2903, 0.6240, -0.5960)
N (-5.3907, -0.1461, 0.3117)
C (-5.8236, -0.9236, 1.3658)
C (-5.0489, -1.6143, 2.2184)
C (-3.6297, -1.3887, 2.1165)
N (-3.1943, -0.4135, 1.2651)
C (-4.0150, 0.1729, 0.3537)
O (-3.4788, 0.9943, -0.4187)
N (-2.7278, -1.9899, 2.8875)
H (-6.9857, 1.2759, -0.0719)
H (-6.9065, 0.0042, -1.2443)
H (-5.6469, 1.2178, -1.2504)
H (-6.9015, -1.0117, 1.2978)
H (-5.4747, -2.2180, 3.0319)
H (-3.0490, -2.6278, 3.5456)
H (-1.8596, -1.4667, 3.0467)

Atomic partial charges in e from the Mulliken method, atoms 1 to 4: -0.04 -1.52 2.16 -2.10

***

# C41H52NO4P2S2Si4Tc

A structure of composition C41H52NO4P2S2Si4Tc in a non-equilibrium geometry (ωB97M-V/def2-TZVPD, the OMol25 dataset).

Computed properties:
Strongest force on any atom, Eh/bohr: 0.024
Total charge: +1
Relative energy (zero: lowest compared OMol25 entry of this formula, charge and spin), eV: 1.803
Spin multiplicity: 4
LUMO level (alpha / beta), eV: -3.39 / -3.85
HOMO level (alpha / beta), Ha: -0.34881 / -0.36321

Cartesian coordinates (Å):
Tc (-1.1604, -0.2988, 0.8925)
O (-3.5403, -3.7166, 0.3108)
C (-3.0226, -2.5249, 0.5160)
O (-1.8146, -2.3430, 0.7209)
C (-3.9346, -1.3690, 0.5342)
C (-5.3014, -1.3638, 0.3519)
C (-5.9354, -0.1239, 0.3373)
C (-5.1853, 1.0412, 0.4252)
C (-3.8089, 0.9456, 0.5599)
N (-3.2290, -0.2437, 0.6886)
C (-2.7531, 2.0333, 0.4249)
O (-3.0696, 3.2800, 0.8811)
O (-1.5583, 1.6791, 0.8906)
H (-2.8244, -4.3602, 0.1738)
H (-5.8417, -2.2872, 0.2195)
H (-7.0081, -0.0681, 0.2227)
H (-5.6694, 2.0049, 0.3471)
H (-3.9322, 3.5642, 0.5529)
S (-2.7080, 2.0534, -1.5523)
P (-0.7475, 1.3855, -1.7795)
C (-0.3182, -0.1254, -1.0319)
P (-0.7132, -1.5104, -2.0568)
S (-2.6219, -1.6846, -2.5463)
C (-0.1587, -3.0485, -1.2510)
C (0.7875, -3.0882, -0.2388)
C (1.2206, -4.3085, 0.2657)
C (0.6994, -5.4932, -0.2303)
C (-0.2533, -5.4567, -1.2422)
C (-0.6761, -4.2424, -1.7536)
C (0.4238, -1.5150, -3.4857)
C (1.7638, -1.2032, -3.2730)
C (2.6877, -1.3512, -4.2924)
C (2.2751, -1.8080, -5.5369)
C (0.9407, -2.1133, -5.7542)
C (0.0148, -1.9728, -4.7298)
C (0.3080, 2.7294, -1.1893)
C (-0.0895, 4.0477, -1.4097)
C (0.7705, 5.0896, -1.1153)
C (2.0345, 4.8275, -0.6066)
C (2.4329, 3.5189, -0.3831)
C (1.5710, 2.4673, -0.6723)
C (-0.5932, 1.4906, -3.5823)
C (0.6228, 1.8510, -4.1533)
C (0.7491, 1.9131, -5.5294)
C (-0.3414, 1.6355, -6.3421)
C (-1.5591, 1.2932, -5.7767)
C (-1.6873, 1.2165, -4.4001)
H (1.1836, -2.1581, 0.1604)
H (1.9652, -4.3380, 1.0473)
H (1.0382, -6.4410, 0.1634)
H (-0.6573, -6.3771, -1.6418)
H (-1.4176, -4.2131, -2.5433)
H (2.0811, -0.8481, -2.2979)
H (3.7272, -1.1073, -4.1200)
H (2.9946, -1.9233, -6.3362)
H (0.6182, -2.4658, -6.7237)
H (-1.0315, -2.2013, -4.8956)
H (-1.0690, 4.2551, -1.8182)
H (0.4553, 6.1097, -1.2880)
H (2.7082, 5.6426, -0.3841)
H (3.4190, 3.3246, 0.0089)
H (1.8919, 1.4380, -0.5507)
H (1.4800, 2.0738, -3.5299)
H (1.6997, 2.1818, -5.9686)
H (-0.2413, 1.6931, -7.4171)
H (-2.4097, 1.0739, -6.4061)
H (-2.6296, 0.9197, -3.9657)
C (0.2225, 4.0324, 2.1777)
Si (0.3537, 2.4922, 3.2325)
C (1.6204, 2.8379, 4.5775)
C (-1.2947, 2.1886, 4.0877)
Si (0.8603, 0.4749, 1.9315)
Si (-0.5817, -1.5143, 3.2236)
C (0.7879, -0.9519, 4.4144)
C (-0.2138, -3.3520, 3.0591)
C (-2.2711, -1.3187, 4.0634)
Si (3.1991, -0.1693, 1.8755)
C (3.9588, 0.4556, 3.4705)
C (3.4804, -2.0214, 1.8305)
C (4.1711, 0.5445, 0.4427)
H (-0.3555, 4.7590, 2.7509)
H (-0.2927, 3.8581, 1.2391)
H (1.1977, 4.4686, 1.9669)
H (1.2204, 3.6360, 5.2056)
H (2.5570, 3.2002, 4.1619)
H (1.8408, 1.9926, 5.2233)
H (-1.7330, 3.1567, 4.3315)
H (-1.1776, 1.6373, 5.0206)
H (-2.0007, 1.6589, 3.4564)
H (1.7620, -1.1799, 3.9852)
H (0.7317, -1.5232, 5.3430)
H (0.7636, 0.0949, 4.7069)
H (0.8631, -3.5335, 3.0498)
H (-0.6351, -3.8539, 2.1961)
H (-0.6177, -3.8164, 3.9621)
H (-2.2182, -0.6036, 4.8807)
H (-2.5717, -2.2810, 4.4801)
H (-3.0654, -0.9826, 3.3999)
H (3.5329, -0.0153, 4.3525)
H (3.8694, 1.5291, 3.5884)
H (5.0230, 0.2126, 3.4490)
H (2.9704, -2.5572, 2.6332)
H (4.5535, -2.1692, 1.9707)
H (3.2072, -2.4756, 0.8817)
H (4.2677, 1.6250, 0.4755)
H (3.7894, 0.2554, -0.5348)
H (5.1732, 0.1223, 0.5440)

Atomic partial charges in e from the Mulliken method, atoms 1 to 4: -1.07 -0.60 -0.27 -0.13

***

- The highest spin multiplicity belongs to which entry?
  C41H52NO4P2S2Si4Tc

***

- The highest relative energy (zero: lowest compared OMol25 entry of this formula, charge and spin) belongs to which entry?
  C41H50N11O2Sr

***

- What is the total charge in the first record?
  +1